No. 1
Computed, not measured: a molecular structure, C26H38BBiClN3O6, with ωB97M-V/def2-TZVPD.

For the HOMO energy, the calculation gives -6.60 eV. The value obtained for the maximum force is 3.73 eV/Å. The LUMO energy is 0.023 Eh. For the orbital gap, the calculation gives 7.2 eV. The value obtained for the molar mass is 743.85 g mol⁻¹.

Positions of all 76 atoms, in Å:
1 O -3.60 -0.93 -1.69
2 C -2.70 -1.66 -2.21
3 C -2.38 -3.05 -1.64
4 C -1.63 -3.46 -0.52
5 H -1.06 -2.72 0.08
6 C -1.57 -4.83 -0.19
7 H -0.94 -5.19 0.64
8 C -2.34 -5.75 -0.92
9 H -2.32 -6.80 -0.70
10 C -3.14 -5.33 -2.00
11 H -3.79 -6.01 -2.58
12 C -3.13 -3.99 -2.35
13 H -3.73 -3.59 -3.19
14 H -2.29 -1.62 -3.31
15 C -0.78 0.13 -3.40
16 C -0.39 -0.73 -2.26
17 H -0.84 -0.46 -4.35
18 H 0.00 0.91 -3.53
19 H -1.75 0.65 -3.33
20 C 0.41 -1.84 -2.31
21 C 1.43 -2.01 -3.35
22 H 0.33 -2.68 -1.72
23 H 1.13 -2.78 -4.07
24 H 2.37 -2.34 -2.90
25 H 1.67 -1.14 -3.93
26 Bi 0.89 0.29 -0.76
27 Cl 2.99 0.73 -2.13
28 C 3.45 0.76 1.40
29 O 2.19 0.86 1.37
30 N 4.19 1.45 2.29
31 C 3.70 2.66 2.91
32 C 5.61 1.18 2.37
33 H 4.02 0.07 0.73
34 H 2.63 2.63 3.05
35 H 4.00 3.54 2.33
36 H 4.22 2.74 3.88
37 H 5.77 0.10 2.33
38 H 5.97 1.59 3.31
39 H 6.15 1.66 1.54
40 H -4.51 -1.88 2.45
41 H -2.64 -1.22 4.00
42 C -3.72 -2.12 1.70
43 C -1.90 -1.34 3.21
44 N -2.53 -1.27 1.90
45 H -4.11 -1.99 0.67
46 C -2.35 -0.18 1.09
47 O -1.28 0.48 1.05
48 H -1.11 -0.60 3.29
49 H -3.23 0.08 0.45
50 H -3.41 -3.17 1.84
51 H -1.47 -2.34 3.33
52 H -1.39 5.62 -1.23
53 H -3.71 4.84 -0.58
54 C -1.39 4.81 -1.96
55 C -3.59 4.01 -1.29
56 N -2.19 3.70 -1.45
57 H -0.38 4.49 -2.18
58 C -1.70 2.50 -1.25
59 O -0.50 2.19 -1.51
60 H -4.14 3.14 -0.94
61 H -2.38 1.75 -0.83
62 H -1.88 5.20 -2.87
63 H -4.00 4.34 -2.25
64 O 1.05 -1.56 2.17
65 B 1.20 -1.67 0.75
66 O 2.37 -2.48 0.51
67 C 2.92 -2.72 1.73
68 C 4.20 -3.14 1.98
69 C 4.74 -2.83 3.23
70 C 3.95 -2.22 4.23
71 C 2.60 -1.94 4.01
72 C 2.12 -2.15 2.74
73 H 4.78 -3.64 1.20
74 H 5.80 -3.05 3.43
75 H 4.42 -1.97 5.19
76 H 1.96 -1.51 4.77



No. 2
Computed, not measured: C3H5FIN in the gas phase, with ωB97M-V/def2-TZVPD.

For the HOMO energy, the calculation gives -9.61 eV. The SMILES is C/C=N/[C@H](F)I. The value obtained for the maximum force is 3.55 eV/Å. The LUMO energy is -0.012 Eh. For the orbital gap, the calculation gives 9.3 eV. The value obtained for the molar mass is 200.98 g mol⁻¹.

Positions of all 11 atoms, in Å:
1 C -1.81 0.58 0.23
2 C -0.44 -0.08 0.28
3 N 0.45 0.11 -0.66
4 C 1.65 -0.53 -0.55
5 F 1.67 -1.51 0.39
6 I 3.33 0.94 -0.11
7 H -1.84 1.51 0.70
8 H -2.42 -0.18 0.84
9 H -2.26 0.87 -0.88
10 H -0.28 -0.61 1.26
11 H 1.95 -1.10 -1.50



No. 3
Computed, not measured: C21H26N6O2S in the gas phase, with ωB97M-V/def2-TZVPD.

For the HOMO energy, the calculation gives -8.13 eV. The SMILES is CSc1ccc(CCNC(=O)CCc2nnc3ccc(N4CCOCC4)nn23)cc1. The value obtained for the maximum force is 1.42 eV/Å. The LUMO energy is 0.006 Eh. For the orbital gap, the calculation gives 8.3 eV. The value obtained for the molar mass is 426.55 g mol⁻¹.

Positions of all 56 atoms, in Å:
1 C -2.48 -3.41 0.34
2 S -1.92 -1.87 1.14
3 C -0.18 -1.84 0.78
4 C 0.62 -1.04 1.58
5 C 1.98 -0.98 1.37
6 C 2.57 -1.71 0.34
7 C 4.06 -1.73 0.07
8 C 4.87 -0.59 0.70
9 N 4.43 0.70 0.23
10 C 3.97 1.65 1.06
11 O 4.05 1.58 2.27
12 C 3.34 2.84 0.35
13 C 1.85 2.57 0.11
14 C 1.61 1.52 -0.91
15 N 2.47 0.96 -1.73
16 N 1.84 0.07 -2.50
17 C 0.57 0.08 -2.16
18 C -0.57 -0.60 -2.63
19 C -1.76 -0.32 -2.05
20 C -1.83 0.63 -0.97
21 N -3.01 0.95 -0.38
22 C -4.23 0.19 -0.55
23 C -5.03 0.23 0.75
24 O -5.40 1.54 1.13
25 C -4.43 2.51 0.80
26 C -3.02 1.93 0.68
27 N -0.77 1.28 -0.53
28 N 0.38 1.00 -1.14
29 C 1.75 -2.49 -0.46
30 C 0.39 -2.56 -0.26
31 H -3.49 -3.58 0.71
32 H -2.50 -3.30 -0.74
33 H -1.84 -4.23 0.64
34 H 0.17 -0.47 2.38
35 H 2.58 -0.36 2.02
36 H 4.46 -2.68 0.43
37 H 4.20 -1.70 -1.01
38 H 4.79 -0.59 1.79
39 H 5.92 -0.73 0.43
40 H 4.15 0.76 -0.75
41 H 3.84 3.02 -0.60
42 H 3.44 3.71 0.99
43 H 1.37 2.26 1.04
44 H 1.36 3.49 -0.22
45 H -0.47 -1.30 -3.45
46 H -2.67 -0.78 -2.41
47 H -4.83 0.61 -1.37
48 H -4.01 -0.86 -0.77
49 H -4.43 -0.24 1.55
50 H -5.96 -0.33 0.64
51 H -4.46 3.27 1.59
52 H -4.70 2.99 -0.16
53 H -2.31 2.72 0.42
54 H -2.71 1.48 1.63
55 H 2.19 -3.05 -1.28
56 H -0.21 -3.18 -0.91



No. 4
Computed, not measured: 3 unconnected molecules or ions with the total composition C18H37ClN2O11P3, with ωB97M-V/def2-TZVPD.

For the HOMO energy, the calculation gives -11.78 eV. The net charge is +1. The value obtained for the maximum force is 5.99 eV/Å. The LUMO energy is -0.157 Eh. For the orbital gap, the calculation gives 7.5 eV. The value obtained for the molar mass is 585.87 g mol⁻¹.

Positions of all 72 atoms, in Å:
1 C 2.60 1.70 2.03
2 C 2.81 0.45 1.63
3 C 2.38 0.05 0.26
4 C 1.00 -0.17 0.04
5 C 0.02 -0.01 1.16
6 C -0.51 1.45 1.22
7 C 0.59 -0.55 -1.26
8 P -1.13 -0.90 -1.71
9 O -2.05 -0.10 -0.90
10 O -1.44 -2.46 -1.52
11 O -1.25 -0.58 -3.26
12 C 1.53 -0.67 -2.24
13 N 2.83 -0.47 -1.99
14 Cl 3.86 -0.69 -3.33
15 C 3.31 -0.13 -0.77
16 C 4.79 0.04 -0.56
17 C 5.24 1.44 -0.07
18 C 5.95 1.49 1.30
19 N 6.76 0.32 1.67
20 H 2.18 2.43 1.35
21 H 2.88 2.04 3.01
22 H 3.32 -0.25 2.28
23 H -0.79 -0.72 1.02
24 H 0.48 -0.24 2.12
25 H -1.52 1.55 0.83
26 H -0.45 1.79 2.25
27 H 0.16 2.11 0.66
28 H -0.62 -2.96 -1.39
29 H -1.82 -1.23 -3.70
30 H 1.23 -0.94 -3.24
31 H 5.31 -0.14 -1.49
32 H 5.08 -0.77 0.11
33 H 5.88 1.92 -0.81
34 H 4.34 2.07 0.01
35 H 5.28 1.70 2.13
36 H 6.64 2.33 1.26
37 H 7.13 -0.15 0.85
38 H 6.15 -0.37 2.09
39 C -4.25 8.47 1.09
40 O -4.03 7.07 1.34
41 P -2.74 6.31 0.73
42 O -2.65 5.06 1.52
43 O -1.71 7.48 1.17
44 C -1.04 7.37 2.42
45 O -1.79 5.97 -0.54
46 C -2.17 4.82 -1.32
47 H -5.32 8.62 0.93
48 H -3.94 9.03 1.96
49 H -3.71 8.83 0.21
50 H -1.61 6.76 3.13
51 H -0.94 8.38 2.83
52 H -0.05 6.94 2.27
53 H -3.24 4.78 -1.50
54 H -1.85 3.92 -0.80
55 H -1.66 4.88 -2.28
56 C -1.21 -8.60 -2.32
57 O -1.14 -7.75 -1.15
58 P -2.46 -7.00 -0.60
59 O -2.09 -6.60 0.77
60 O -3.42 -8.28 -0.71
61 C -3.62 -9.09 0.46
62 O -3.64 -6.01 -1.07
63 C -3.35 -4.60 -1.02
64 H -0.30 -8.45 -2.90
65 H -1.24 -9.64 -1.99
66 H -2.08 -8.39 -2.93
67 H -2.79 -9.01 1.15
68 H -3.72 -10.13 0.14
69 H -4.54 -8.78 0.96
70 H -2.35 -4.40 -1.35
71 H -3.48 -4.25 0.01
72 H -4.06 -4.09 -1.66



No. 5
Computed, not measured: C5H9N3OS in the gas phase, with ωB97M-V/def2-TZVPD.

For the HOMO energy, the calculation gives -7.97 eV. The value obtained for the maximum force is 5.54 eV/Å. The LUMO energy is 0.000 Eh. For the orbital gap, the calculation gives 8.0 eV. The value obtained for the molar mass is 159.21 g mol⁻¹.

Positions of all 19 atoms, in Å:
1 C -1.79 -0.06 -0.37
2 C -0.32 1.44 -2.53
3 C -0.40 -0.52 -0.19
4 C -1.48 1.59 -1.93
5 C 2.06 -1.63 1.75
6 N -2.22 1.06 -0.94
7 N 0.47 1.28 -3.42
8 N 1.73 -0.22 1.70
9 O -0.87 -0.15 2.43
10 S 0.36 0.41 1.37
11 H -2.44 -0.37 0.43
12 H -0.34 -1.49 0.04
13 H 0.35 -0.01 -0.95
14 H -0.98 0.38 3.21
15 H -1.94 2.53 -2.45
16 H 1.92 -2.13 0.77
17 H 1.38 -1.89 2.59
18 H 3.11 -1.71 1.98
19 H 1.40 1.49 -3.47



No. 6
Computed, not measured: 2 unconnected molecules or ions with the total composition C4H9NO2, with ωB97M-V/def2-TZVPD.

For the HOMO energy, the calculation gives -10.12 eV. The SMILES is COC(C)=O.C=N. The value obtained for the maximum force is 0.49 eV/Å. The LUMO energy is 0.039 Eh. For the orbital gap, the calculation gives 11.2 eV. The value obtained for the molar mass is 103.12 g mol⁻¹.

Positions of all 16 atoms, in Å:
1 C 1.83 0.04 -0.67
2 O 1.23 1.07 0.13
3 C 0.38 0.65 1.07
4 C -0.25 1.81 1.80
5 O 0.14 -0.51 1.29
6 H 2.56 0.54 -1.29
7 H 2.32 -0.70 -0.02
8 H 1.06 -0.45 -1.27
9 H 0.36 2.71 1.74
10 H -1.23 2.01 1.35
11 H -0.41 1.52 2.84
12 C -1.64 -1.82 -1.01
13 N -1.03 -1.29 -1.99
14 H -1.23 -1.68 -0.01
15 H -2.56 -2.41 -1.10
16 H -1.51 -1.49 -2.87